[1]
Below is a 7-piece molecular cluster, C27H59BNO12S6 overall at a distorted geometry, with properties calculated with ωB97M-V/def2-TZVPD.

ΔE to the lowest compared entry with this formula, charge and spin ... 49.4 kJ/mol
Frontier orbital gap ... 5.78 eV
HOMO ... -4.21 eV
Total energy ... -4435.68683 Eh
Maximum force ... 0.0508 Eh/bohr

Structure (ORCA input):
```
! RIJCOSX wB97M-V def2-TZVPD def2/J DEFGRID3
* xyz -1 1
B 1.001 -0.254 -2.245
C 2.624 -0.251 -2.583
C 3.474 0.238 -1.350
C 3.282 1.762 -1.113
N 2.326 2.096 -0.058
H 0.696 0.520 -1.365
H 0.340 0.070 -3.225
H 0.660 -1.362 -1.865
H 2.829 0.501 -3.377
H 2.994 -1.219 -2.956
H 4.534 0.073 -1.624
H 3.221 -0.387 -0.490
H 2.894 2.172 -2.052
H 4.267 2.196 -0.884
H 1.976 1.262 0.384
H 1.521 2.516 -0.493
C 6.692 -2.729 3.049
C 7.331 -1.628 2.191
C 6.226 -1.044 1.298
S 4.695 -1.273 2.201
O 3.861 -2.204 1.478
O 4.197 0.008 2.644
C 5.398 -2.134 3.590
H 7.349 -3.055 3.856
H 6.470 -3.598 2.424
H 7.733 -0.846 2.841
H 8.157 -2.011 1.591
H 6.369 0.016 1.105
H 6.141 -1.582 0.355
H 4.677 -2.879 3.939
H 5.596 -1.399 4.372
C -2.957 0.952 -0.167
C -2.484 0.672 1.264
C -1.277 1.578 1.527
S -1.492 3.019 0.487
O -0.435 3.029 -0.490
O -1.780 4.174 1.314
C -2.994 2.471 -0.306
H -3.934 0.510 -0.365
H -2.244 0.529 -0.879
H -3.288 0.914 1.968
H -2.227 -0.373 1.407
H -1.221 1.897 2.566
H -0.343 1.095 1.237
H -3.009 2.809 -1.337
H -3.833 2.900 0.243
C -7.008 6.214 -2.920
C -6.041 6.466 -1.756
C -6.062 5.219 -0.865
S -6.477 3.844 -1.938
O -7.762 3.319 -1.542
O -5.323 2.993 -2.089
C -6.691 4.811 -3.425
H -6.895 6.957 -3.708
H -8.039 6.257 -2.561
H -5.033 6.621 -2.147
H -6.313 7.356 -1.191
H -5.095 5.031 -0.403
H -6.832 5.285 -0.098
H -7.483 4.377 -4.032
H -5.747 4.790 -3.971
C 2.584 2.045 -6.439
C 2.351 0.562 -6.732
C 3.274 0.169 -7.892
S 4.685 1.271 -7.798
O 4.691 2.115 -8.973
O 5.856 0.522 -7.404
C 4.097 2.228 -6.409
H 2.126 2.347 -5.498
H 2.151 2.654 -7.238
H 2.601 -0.023 -5.844
H 1.309 0.357 -6.974
H 3.621 -0.858 -7.810
H 2.795 0.322 -8.858
H 4.412 3.263 -6.519
H 4.528 1.797 -5.504
C -5.240 -2.359 4.224
C -5.379 -3.854 3.912
C -4.533 -4.143 2.667
S -3.212 -2.930 2.668
O -3.382 -2.063 1.527
O -1.956 -3.586 2.946
C -3.750 -2.051 4.127
H -5.636 -2.111 5.208
H -5.790 -1.774 3.482
H -5.003 -4.438 4.757
H -6.419 -4.139 3.755
H -4.099 -5.140 2.688
H -5.106 -4.009 1.751
H -3.531 -0.991 4.016
H -3.205 -2.460 4.978
C -0.080 -4.751 4.439
C 0.403 -3.854 3.292
C 1.506 -2.949 3.852
S 2.259 -3.857 5.202
O 2.000 -3.158 6.439
O 3.600 -4.251 4.824
C 1.182 -5.280 5.115
H -0.710 -5.564 4.079
H -0.664 -4.161 5.150
H 0.809 -4.474 2.490
H -0.410 -3.266 2.868
H 2.265 -2.722 3.103
H 1.101 -2.025 4.260
H 1.011 -5.671 6.115
H 1.675 -6.030 4.497
*
```



[2]
Below is a 3-piece molecular cluster, C27H59Br2F5N5O14P4S overall at a distorted geometry, with properties calculated with ωB97M-V/def2-TZVPD.

Frontier orbital gap ... 7.01 eV
HOMO ... -10.51 eV
Total energy ... -9801.72215 Eh
Maximum force ... 0.1784 Eh/bohr

Structure (ORCA input):
```
! RIJCOSX wB97M-V def2-TZVPD def2/J DEFGRID3
* xyz 1 1
C -3.739 1.786 2.993
P -5.117 1.535 1.735
C -6.478 2.830 1.859
N -4.533 1.313 0.077
C -3.089 1.458 -0.174
N -2.627 2.710 -0.223
C -1.146 2.874 -0.379
N -0.588 4.096 0.293
P -3.644 4.186 -0.114
N -3.831 4.553 1.415
O -2.897 5.508 -0.928
O -5.118 4.007 -0.967
N -2.625 0.132 -0.271
C -1.300 -0.311 -0.706
C -0.229 -0.554 0.495
C 1.181 -0.772 -0.262
Br 2.640 -1.295 0.965
C -3.770 -0.837 -0.414
C -3.872 -1.737 -1.734
C -3.462 -1.004 -3.098
C -4.713 -0.936 -4.125
Br -5.281 -2.791 -4.650
S -3.613 -1.868 1.123
O -2.829 -1.173 2.221
O -4.939 -2.222 1.769
C -2.752 -3.513 0.868
F -1.626 -3.459 0.032
F -2.267 -3.888 2.144
C -3.706 -4.708 0.386
F -3.920 -5.588 1.446
F -2.962 -5.452 -0.566
F -4.866 -4.313 -0.266
C -5.066 0.112 -0.604
C -6.507 -0.451 -0.264
O -7.549 0.493 -0.703
O -8.629 0.220 0.096
H -3.891 2.789 3.522
H -2.684 1.736 2.572
H -3.887 0.985 3.801
H -7.351 2.412 2.449
H -6.165 3.824 2.307
H -6.873 3.064 0.804
H -0.530 2.041 0.115
H -0.925 3.003 -1.483
H -0.494 4.869 -0.366
H -1.113 4.333 1.138
H -3.405 5.484 1.531
H -3.433 6.302 -0.683
H -4.852 3.774 -1.891
H -1.257 -1.285 -1.305
H -0.783 0.457 -1.390
H -0.164 0.326 1.210
H -0.498 -1.462 1.131
H 1.489 0.176 -0.834
H 1.108 -1.586 -1.062
H -3.277 -2.712 -1.694
H -4.965 -2.067 -1.862
H -3.169 0.076 -2.874
H -2.584 -1.535 -3.599
H -5.576 -0.369 -3.638
H -4.305 -0.389 -5.046
H -5.222 0.510 -1.674
H -6.709 -0.634 0.840
H -6.742 -1.433 -0.811
H -9.310 -0.278 -0.421
O 2.447 -1.539 -4.846
P 3.791 -2.268 -4.740
O 4.384 -1.793 -6.207
C 4.843 -0.457 -6.356
C 6.260 -0.314 -5.834
O 3.195 -3.744 -5.222
C 1.921 -4.182 -4.762
C 0.915 -4.107 -5.893
O 5.285 -3.054 -4.492
C 5.341 -4.123 -3.544
C 5.665 -5.409 -4.277
H 4.166 0.240 -5.850
H 4.820 -0.225 -7.423
H 6.290 -0.457 -4.750
H 6.659 0.678 -6.061
H 6.913 -1.069 -6.276
H 1.589 -3.605 -3.895
H 2.027 -5.221 -4.435
H 0.833 -3.090 -6.285
H -0.074 -4.433 -5.559
H 1.230 -4.741 -6.725
H 4.404 -4.210 -2.985
H 6.136 -3.895 -2.830
H 4.878 -5.669 -4.987
H 5.787 -6.239 -3.577
H 6.585 -5.299 -4.855
O 2.863 3.586 5.744
P 4.201 2.848 5.829
O 4.807 3.333 4.369
C 5.273 4.669 4.237
C 6.688 4.799 4.770
O 3.600 1.376 5.338
C 2.321 0.944 5.793
C 1.321 1.030 4.658
O 5.687 2.053 6.100
C 5.720 0.983 7.048
C 6.049 -0.305 6.320
H 4.597 5.363 4.746
H 5.259 4.911 3.172
H 6.709 4.644 5.852
H 7.093 5.791 4.555
H 7.340 4.045 4.324
H 1.990 1.520 6.661
H 2.420 -0.097 6.116
H 1.247 2.049 4.270
H 0.329 0.710 4.986
H 1.635 0.397 3.823
H 4.774 0.901 7.592
H 6.505 1.206 7.776
H 5.272 -0.559 5.597
H 6.154 -1.135 7.022
H 6.980 -0.199 5.757
*
```